[1]
Density functional theory data (ωB97M-V/def2-TZVPD) for a structure of composition C22H44N2NiSi4Te at a distorted geometry.

The spin multiplicity is 3. For the frontier orbital gap (alpha / beta), the calculation gives 5.39 / 5.96 eV. The expectation value of S² is 2.08. The charge is 0.

Geometry (Å):
1 C -2.374 -0.931 -1.790
2 C -2.478 0.827 -4.445
3 H -2.649 -1.800 -2.405
4 H -3.164 -0.136 -1.738
5 H -1.546 -1.091 -1.074
6 H -1.819 1.234 -5.196
7 H -3.017 -0.127 -4.669
8 H -3.081 1.545 -3.846
9 C -0.506 -2.934 -2.348
10 C 0.462 -3.949 -2.354
11 C 1.644 -3.731 -3.070
12 C 1.845 -2.495 -3.701
13 H -1.411 -3.114 -1.765
14 H 0.258 -4.864 -1.824
15 H 2.405 -4.488 -3.167
16 H 2.755 -2.274 -4.218
17 N -0.320 -1.777 -3.006
18 C 0.817 -1.520 -3.679
19 C 1.025 -0.194 -4.320
20 N 0.072 0.775 -4.259
21 C 0.368 2.061 -4.582
22 C 2.575 1.391 -5.304
23 C 1.598 2.381 -5.139
24 H -0.359 2.850 -4.349
25 H 1.801 3.414 -5.448
26 C 2.280 0.098 -4.846
27 H 3.017 -0.690 -4.873
28 H 3.534 1.560 -5.744
29 Ni -1.506 0.135 -3.042
30 C -1.164 1.724 -1.815
31 H -1.334 2.675 -2.350
32 H -0.068 1.719 -1.573
33 H -1.742 1.729 -0.889
34 C 3.519 0.507 3.101
35 Si 1.892 1.452 3.119
36 C 1.298 1.670 4.890
37 C 2.090 3.122 2.277
38 Si 0.248 0.242 1.963
39 Te 1.071 0.209 -0.317
40 Si 0.176 -1.998 2.667
41 C -0.271 -1.948 4.492
42 C -1.122 -2.914 1.660
43 C 1.848 -2.821 2.408
44 Si -1.848 1.276 2.171
45 C -2.325 1.309 3.986
46 C -1.709 3.024 1.485
47 C -3.106 0.259 1.217
48 H 4.287 1.157 3.546
49 H 3.832 0.258 2.080
50 H 3.471 -0.421 3.685
51 H 2.157 2.048 5.464
52 H 0.489 2.407 4.964
53 H 0.962 0.734 5.354
54 H 2.259 3.015 1.198
55 H 1.216 3.769 2.428
56 H 2.968 3.613 2.723
57 H -1.243 -1.475 4.680
58 H -0.331 -2.995 4.828
59 H 0.489 -1.439 5.098
60 H -0.923 -2.853 0.581
61 H -1.082 -3.974 1.951
62 H -2.137 -2.541 1.846
63 H 2.217 -2.673 1.385
64 H 2.609 -2.454 3.108
65 H 1.716 -3.901 2.573
66 H -1.595 1.831 4.616
67 H -3.281 1.853 4.049
68 H -2.481 0.303 4.396
69 H -1.144 3.089 0.548
70 H -2.730 3.388 1.299
71 H -1.235 3.688 2.220
72 H -2.678 -0.492 0.549
73 H -3.759 -0.264 1.929
74 H -3.731 0.934 0.613

Atomic forces in eV per Å
-1.94 1.57 -0.79
-2.97 -0.28 0.16
-0.28 0.34 0.55
0.28 -1.43 1.30
-1.13 0.32 0.06
-0.71 0.01 -0.36
-0.06 1.02 -0.64
-0.02 -0.26 -1.13
1.42 -0.48 -0.40
-0.05 0.91 -0.55
-0.38 0.93 -0.18
-1.25 -0.15 0.41
0.20 0.42 -0.41
0.09 -0.17 0.03
0.10 -0.15 0.18
0.30 -0.36 -0.07
0.20 0.19 -0.69
0.22 -1.56 0.60
0.07 1.27 -0.11
1.10 -0.12 1.56
0.42 -1.24 -0.04
-1.31 -0.95 0.66
0.51 0.36 -0.37
0.08 -0.68 -0.25
-0.10 -0.48 0.24
0.08 0.70 -0.42
0.14 0.40 -0.22
0.37 0.39 -0.16
4.74 -0.07 0.50
0.17 -0.26 -0.20
-0.15 -0.28 0.08
-0.88 0.40 -0.19
0.09 -0.03 -0.11
0.17 0.18 0.10
-0.67 -0.33 -0.34
0.38 0.24 0.24
0.26 0.09 0.21
0.05 -0.01 0.86
0.90 -0.61 -0.40
-0.03 0.83 -0.35
-0.03 -0.52 0.12
-0.01 -0.31 0.15
-0.05 -0.25 0.12
0.52 -0.24 -0.35
-0.22 0.21 0.10
-0.18 0.18 0.22
-0.34 0.08 0.15
-0.02 -0.23 -0.08
-0.08 0.06 0.16
-0.01 0.23 -0.10
-0.26 -0.03 0.13
0.19 -0.15 -0.03
0.08 0.21 -0.14
-0.02 -0.03 0.21
0.17 -0.16 -0.01
-0.17 0.08 -0.18
0.23 -0.12 -0.09
-0.04 0.22 0.19
-0.14 -0.13 -0.18
0.02 0.07 0.27
-0.14 0.12 -0.13
0.22 -0.06 -0.04
-0.10 -0.01 0.17
-0.18 -0.09 -0.16
0.18 0.16 -0.04
-0.17 -0.11 -0.15
0.15 -0.12 0.14
0.02 0.23 -0.13
-0.14 -0.09 0.26
0.23 0.09 0.00
-0.12 -0.09 -0.12
-0.07 0.31 0.20
0.03 0.09 -0.12
0.06 -0.26 0.08

[2]
Density functional theory data (ωB97M-V/def2-TZVPD) for the molecule C4H6N2O2 at a distorted geometry.

The spin multiplicity is 1. For the frontier orbital gap, the calculation gives 8.15 eV. The charge is 0. As for the structure (SMILES): [H]/N=C1/C[C@]1(N)OC=O. The relative energy (zero: lowest compared OMol25 entry of this formula, charge and spin) is 427.59 kJ/mol.

Geometry (Å):
1 C 0.021 0.598 -1.355
2 C 0.368 -0.544 -0.417
3 C -0.295 1.013 0.023
4 N 1.650 -0.836 -0.059
5 C -1.363 -0.833 0.828
6 N -0.260 2.083 0.674
7 O -0.531 -1.534 -0.174
8 O -1.104 -0.736 1.995
9 H 2.340 -0.104 -0.120
10 H 1.808 -1.732 0.384
11 H -0.265 1.915 1.685
12 H 0.833 1.106 -1.875
13 H -0.832 0.379 -1.992
14 H -2.371 -0.775 0.403

Atomic forces in eV per Å
-0.12 0.20 -0.19
-0.54 1.74 0.91
0.99 -0.82 -0.92
-0.07 -0.13 -0.41
0.14 -1.16 0.79
0.03 0.07 0.12
-0.58 0.18 0.57
0.01 -0.37 -0.86
0.10 -0.47 0.11
0.15 0.55 0.16
-0.22 -0.15 -0.03
0.00 -0.01 -0.06
0.03 -0.14 -0.08
0.09 0.51 -0.12

[3]
Density functional theory data (ωB97M-V/def2-TZVPD) for a structure of composition C12H25BrN6O3P2W.

The spin multiplicity is 3. For the frontier orbital gap (alpha / beta), the calculation gives 7.56 / 7.65 eV. The expectation value of S² is 2.02. The charge is +4.

Geometry (Å):
1 W -0.111 0.266 0.502
2 N -2.402 0.685 1.342
3 N -2.404 1.066 2.713
4 C -1.312 0.785 3.440
5 N -1.245 0.899 4.734
6 N -0.305 0.389 2.611
7 N 0.833 -0.242 2.984
8 O 1.378 -0.617 1.876
9 O 1.251 -0.423 4.062
10 H -2.827 1.446 0.812
11 H -3.019 -0.123 1.241
12 H -3.281 1.357 3.134
13 H -2.053 1.156 5.294
14 H -0.381 0.723 5.235
15 O 5.227 2.822 -1.107
16 C 4.155 2.133 -0.859
17 C 4.046 0.731 -0.972
18 C 2.858 0.127 -0.685
19 N 1.749 0.833 -0.306
20 C 1.909 2.173 -0.186
21 Br 0.299 2.985 0.442
22 C 3.027 2.885 -0.434
23 H 5.995 2.298 -1.392
24 H 4.892 0.127 -1.273
25 H 2.753 -0.945 -0.747
26 H 3.091 3.959 -0.314
27 C 0.966 -2.994 -0.703
28 P -0.502 -2.174 -0.049
29 C -1.075 -3.180 1.333
30 C -1.757 -2.196 -1.365
31 C -1.361 -1.231 -2.484
32 P -1.137 0.469 -1.858
33 C -2.785 1.226 -1.823
34 C -0.173 1.392 -3.066
35 H 0.667 -4.001 -1.007
36 H 1.727 -3.082 0.075
37 H 1.375 -2.480 -1.572
38 H -1.156 -4.210 0.976
39 H -2.057 -2.861 1.685
40 H -0.360 -3.162 2.157
41 H -2.726 -1.937 -0.928
42 H -1.859 -3.219 -1.740
43 H -2.119 -1.205 -3.271
44 H -0.428 -1.534 -2.965
45 H -3.129 1.308 -2.857
46 H -2.756 2.234 -1.405
47 H -3.509 0.607 -1.290
48 H -0.689 1.307 -4.026
49 H 0.830 0.977 -3.166
50 H -0.113 2.446 -2.795

Atomic forces in eV per Å
0.16 0.07 0.84
0.12 -0.08 -0.16
-0.05 0.02 0.01
-0.04 -0.01 0.02
-0.03 -0.05 -0.13
0.27 -0.06 0.05
0.02 -0.15 -0.48
-0.07 0.10 0.24
-0.08 0.04 0.11
-0.02 0.06 -0.01
-0.05 -0.02 -0.05
-0.02 0.01 -0.02
0.01 0.00 0.03
0.04 0.01 0.06
-0.16 -0.17 0.03
0.31 0.30 -0.08
-0.03 -0.06 0.00
-0.10 0.09 -0.04
-0.01 -0.08 -0.11
-0.06 -0.06 -0.13
-0.09 0.20 0.07
-0.03 -0.12 -0.01
0.09 0.03 -0.02
0.01 0.01 0.00
-0.02 -0.02 0.02
0.02 0.00 -0.01
-0.01 -0.06 0.05
0.06 0.14 0.02
-0.06 -0.02 -0.05
-0.01 -0.04 -0.03
-0.04 0.01 -0.07
-0.06 0.00 0.12
0.01 -0.02 -0.08
-0.02 -0.02 -0.05
0.05 -0.02 -0.01
0.01 0.00 -0.01
-0.02 -0.02 -0.03
-0.04 -0.03 0.06
-0.01 -0.01 0.01
0.04 -0.01 -0.02
-0.03 0.01 -0.02
0.00 0.01 -0.04
-0.01 -0.04 -0.01
0.00 -0.03 -0.01
-0.05 0.03 0.01
0.00 0.01 -0.03
-0.01 0.00 -0.02
0.05 0.06 -0.04
0.00 -0.01 -0.01
-0.02 0.02 -0.01